{
  "formula": "C15H26O3",
  "method": "wB97M-V/def2-TZVPD",
  "e_tot_ha": -812.8798,
  "multiplicity": 1,
  "relative_energy_kj_mol": 10.2,
  "orbital_gap_ha": 0.3811,
  "species": ["O", "O", "O", "C", "C", "C", "C", "C", "C", "C", "C", "C", "C", "C", "C", "C", "C", "C", "H", "H", "H", "H", "H", "H", "H", "H", "H", "H", "H", "H", "H", "H", "H", "H", "H", "H", "H", "H", "H", "H", "H", "H", "H", "H"],
  "xyz": [[-1.9892, -1.3273, -1.2214], [-0.0420, -1.2409, 3.0118], [2.8021, -3.0153, 1.6385], [0.1141, 1.2054, -1.3372], [0.0186, -0.0890, -0.5218], [-1.2975, 1.8248, -1.3769], [2.1420, -0.8801, 0.6742], [0.7474, -0.2119, 0.8246], [-1.5620, -0.9814, 1.1344], [2.9866, -0.4752, -0.5223], [-1.8475, 1.7020, -2.7973], [-0.0958, -1.2562, 1.5736], [-1.4620, -0.3959, -0.2458], [-2.2018, 0.9615, -0.4424], [0.4574, -2.6106, 1.1213], [-1.2899, 3.3086, -0.9692], [0.8010, 1.1318, 1.5502], [1.9153, -2.4082, 0.7142], [-1.5602, -2.2001, -1.1708], [2.9375, 0.6064, -0.6576], [-2.1848, -1.8934, 1.1197], [0.8877, 1.9315, -1.0144], [2.6325, -0.9953, -1.4248], [0.3768, -3.3786, 1.9082], [-3.2267, 0.8041, -0.7903], [-0.1898, 1.5907, 1.6788], [4.0433, -0.7403, -0.3359], [-0.7357, 3.9810, -1.6482], [-1.7789, 0.6556, -3.1024], [-1.2783, 2.2833, -3.5151], [-2.9096, 2.0078, -2.7409], [2.6946, -2.5548, 2.4946], [-0.8715, 3.4254, 0.0231], [-2.0647, -0.3194, 1.8097], [2.1111, -2.8538, -0.2586], [-0.1502, -2.9387, 0.2499], [2.7198, -0.5873, 1.5864], [1.2558, 0.9679, 2.5682], [-0.5859, -1.9594, 3.3485], [1.4334, 1.7811, 1.0025], [0.4342, 0.9290, -2.3247], [0.3734, -0.9178, -1.1489], [-2.2611, 1.4579, 0.5181], [-2.2995, 3.6749, -0.9836]],
  "atomic_forces_ev_per_a": [[-0.12, 0.15, -0.34], [0.85, 0.96, -0.01], [0.25, -0.07, 0.50], [0.31, 0.18, 0.58], [0.33, -0.76, -0.08], [-0.21, 0.35, -0.56], [0.15, 0.40, 0.64], [0.43, 0.29, 0.43], [0.44, -1.11, 0.10], [0.20, 0.07, 0.11], [-0.55, -0.27, 0.42], [-1.63, -0.83, 0.68], [-0.77, 0.32, -1.01], [1.01, -0.39, -0.05], [-0.80, -0.25, -0.91], [0.26, -0.26, -0.33], [0.02, -1.17, 1.58], [-0.07, 0.51, 0.72], [-0.05, 0.67, 0.22], [0.08, 0.00, -0.24], [0.34, 0.19, 0.00], [-0.49, -0.45, 0.22], [0.21, 0.35, 0.11], [-0.07, 0.26, -0.37], [0.20, 0.08, -0.17], [0.26, -0.13, -0.07], [-0.48, 0.01, -0.24], [0.03, -0.58, 0.09], [-0.27, 0.01, -0.07], [-0.04, 0.31, -0.09], [0.46, -0.07, -0.57], [0.04, -0.34, -0.62], [0.03, 0.11, 0.32], [0.04, 0.55, 0.58], [0.20, -0.14, 0.04], [0.44, -0.12, 0.42], [-0.39, -0.38, -0.45], [-0.53, 0.29, -0.92], [0.00, 0.00, -0.19], [0.59, 0.89, -0.43], [0.02, -0.02, -0.67], [-0.01, 0.08, 0.05], [-0.05, 0.07, 0.37], [-0.63, 0.26, 0.22]]
}